Molecular formula: C3H8Br2N
Method: DFT, wB97M-V/def2-TZVPD

Structure (XYZ):
```
14
C3H8Br2N | the OMol25 dataset | wB97M-V/def2-TZVPD
C -0.831 -1.287 0.419
C -1.029 1.182 0.330
C 2.258 0.147 -0.786
N -0.669 -0.055 -0.277
Br 2.304 1.738 0.115
Br 2.595 -1.439 0.039
H -0.947 -1.109 1.485
H -1.686 -1.856 0.046
H 0.052 -1.928 0.271
H -0.720 2.018 -0.297
H -2.116 1.259 0.474
H -0.565 1.268 1.314
H 2.178 0.168 -1.860
H -0.825 -0.105 -1.275
```

Output
Max |F|: 1.84 eV/Å
2S+1: 1
Energy above the lowest of the compared OMol25 structures with the same formula, charge and spin: 299.1 kJ/mol
Frontier orbital gap (spin up / spin down): 6.24 / 6.20 eV
Net charge: +1
LUMO (spin up / spin down): -6.810 / -6.823 eV


Molecular formula: C3H8BrN2
Method: DFT, wB97M-V/def2-TZVPD

Structure (XYZ):
```
14
C3H8BrN2 | the OMol25 dataset | wB97M-V/def2-TZVPD
C 1.639 0.747 -0.378
C -1.379 -1.298 -0.567
C 0.293 -0.050 0.768
N -0.707 -0.903 0.649
N 1.784 2.015 0.091
Br 2.874 -0.662 -0.175
H -0.877 -0.836 -1.351
H -2.339 -1.165 -0.334
H -1.376 -2.421 -0.863
H 1.018 0.745 -1.384
H 0.735 0.110 1.706
H 1.277 2.754 -0.436
H -1.034 -1.346 1.532
H 2.700 2.271 0.370
```

Output
Max |F|: 5.89 eV/Å
2S+1: 1
Energy above the lowest of the compared OMol25 structures with the same formula, charge and spin: 326.0 kJ/mol
Frontier orbital gap: 9.55 eV
Net charge: +1
LUMO: -4.289 eV


Molecular formula: C3H8Cl2Hg2O2
Method: DFT, wB97M-V/def2-TZVPD

Structure (XYZ):
```
17
C3H8Cl2Hg2O2 | the OMol25 dataset | wB97M-V/def2-TZVPD
Hg 0.466 -2.688 -0.951
Hg 2.505 0.069 0.345
C -0.441 -0.136 1.414
O 0.257 -0.701 0.352
H -0.963 0.809 1.263
H -1.157 -0.783 1.920
H 0.272 0.087 2.207
C 3.114 -1.859 -2.468
O 2.583 -1.765 -1.180
H 4.149 -2.183 -2.353
H 2.594 -2.633 -3.032
H 3.026 -0.901 -2.980
C -3.215 2.414 1.141
Cl -3.419 3.829 2.246
Cl -4.217 2.594 -0.329
H -2.154 2.443 0.895
H -3.400 1.405 1.509
```

Output
Max |F|: 2.49 eV/Å
2S+1: 2
Frontier orbital gap (spin up / spin down): 5.36 / 5.47 eV
Net charge: +1
LUMO (spin up / spin down): -7.727 / -7.615 eV


Molecular formula: C3H8Cl2N2
Method: DFT, wB97M-V/def2-TZVPD

Structure (XYZ):
```
15
C3H8Cl2N2 | the OMol25 dataset | wB97M-V/def2-TZVPD
C -0.045 -1.241 -0.880
C 1.464 -0.222 0.768
C 0.122 1.179 -0.638
N -1.406 1.308 0.845
N 0.624 -0.085 -0.379
Cl 3.162 -0.460 0.224
Cl 1.183 2.523 -0.283
H 0.522 -1.790 -1.578
H -0.481 -1.753 -0.020
H -0.799 -0.918 -1.562
H 0.974 -1.130 1.293
H 1.452 0.621 1.439
H -0.420 1.305 -1.495
H -2.059 1.981 0.379
H -0.805 1.817 1.467
```

Output
Max |F|: 4.92 eV/Å
2S+1: 1
Energy above the lowest of the compared OMol25 structures with the same formula, charge and spin: 287.1 kJ/mol
Frontier orbital gap: 9.16 eV
Net charge: 0
LUMO: 0.789 eV


Molecular formula: C3H8Cl2SSi
Method: DFT, wB97M-V/def2-TZVPD

Structure (XYZ):
```
15
C3H8Cl2SSi | the OMol25 dataset | wB97M-V/def2-TZVPD
C 1.220 -0.160 -2.036
C -2.452 0.416 1.132
C 0.116 -0.348 0.851
Si 1.730 -0.026 -0.118
S -1.080 0.683 0.008
Cl 2.861 -1.394 0.796
Cl 2.456 1.894 0.067
H 2.022 -0.220 -2.781
H 0.808 -1.189 -2.251
H 0.478 0.513 -2.298
H -3.040 -0.507 0.853
H -2.893 1.459 1.238
H -1.880 0.227 2.006
H -0.328 -1.308 0.682
H -0.020 -0.041 1.851
```

Output
Max |F|: 4.22 eV/Å
2S+1: 1
Energy above the lowest of the compared OMol25 structures with the same formula, charge and spin: 42.5 kJ/mol
Frontier orbital gap: 9.17 eV
Net charge: 0
LUMO: 0.622 eV


Molecular formula: C3H8Cl4NO3Sn
Method: DFT, wB97M-V/def2-TZVPD

Structure (XYZ):
```
20
C3H8Cl4NO3Sn | the OMol25 dataset | wB97M-V/def2-TZVPD
Sn 2.448 -3.072 -0.844
O 0.024 -1.930 0.454
H 0.115 -0.958 0.417
C 1.916 1.450 0.653
N 3.386 1.140 0.513
O 4.125 2.147 0.574
O 3.783 -0.047 0.333
H 1.480 0.538 0.244
H 1.681 2.397 0.167
H 1.647 1.588 1.700
C -1.979 0.561 1.491
Cl -1.134 1.939 2.172
Cl -3.720 0.639 1.658
H -1.807 0.395 0.427
H -1.631 -0.261 2.117
C -2.137 -1.385 -2.348
Cl -0.389 -0.944 -2.521
Cl -3.135 -0.370 -3.366
H -2.281 -2.446 -2.553
H -2.392 -1.380 -1.288
```

Output
Max |F|: 3.07 eV/Å
2S+1: 2
Frontier orbital gap (spin up / spin down): 5.89 / 6.97 eV
Net charge: 0
LUMO (spin up / spin down): -2.025 / -1.885 eV